# 1
DFT (ωB97M-V/def2-TZVPD) results for C5H6O4Sm as an isolated structure in a non-equilibrium geometry.

```
! wB97M-V def2-TZVPD RIJCOSX def2/J DEFGRID3
* xyz 2 7
O 2.7552 1.1436 -0.7352
C 2.1980 0.2815 0.0071
O 2.7993 -0.1457 1.0348
O 1.0114 -0.2048 -0.2753
C 0.0883 -0.4108 0.8012
C -1.2107 -0.9070 0.2110
Sm 5.0360 1.2715 0.6341
H -0.0224 0.5219 1.3694
H 0.4875 -1.1724 1.4820
H -1.0910 -1.9631 -0.0612
H -2.6575 -0.6334 -1.4524
C -2.0829 1.1838 -0.6168
C -1.7402 -0.1817 -1.0380
O -2.4394 2.2105 -0.3644
H -2.1529 -0.9415 0.8299
H -0.9785 -0.0523 -1.8262
*
```

The calculated total energy comes out at -1152.44434 Eh. The expectation value of S² is 12.0072. For the HOMO energy (spin up / spin down), the calculation gives -16.41 / -16.63 eV.

---

# 2
DFT (ωB97M-V/def2-TZVPD) results for one molecule with the formula C5H6OS in a non-equilibrium geometry.

```
! wB97M-V def2-TZVPD RIJCOSX def2/J DEFGRID3
* xyz 0 1
C -0.7159 0.2352 -1.2785
C 0.4847 -0.3447 -1.4539
O 1.3823 -0.8398 -0.5642
C 1.3787 -0.7100 0.8003
C 0.7215 0.1439 1.6110
S -0.4376 1.4057 1.2504
C -1.4422 0.5667 -0.0148
H -1.2185 0.5215 -2.1887
H 0.8745 -0.5728 -2.4587
H 2.0831 -1.4221 1.2878
H 0.9080 0.0499 2.6856
H -2.2162 1.2968 -0.2190
H -1.8024 -0.3302 0.5428
*
```

The calculated total energy comes out at -667.48309 Eh. Its SMILES is C1=COC=CSC1. For the HOMO energy, the calculation gives -8.07 eV.

---

# 3
DFT (ωB97M-V/def2-TZVPD) results for one molecule with the formula C5H6S in a non-equilibrium geometry.

```
! wB97M-V def2-TZVPD RIJCOSX def2/J DEFGRID3
* xyz 0 1
C 0.1143 1.2211 -2.2098
C 0.3517 0.4085 -1.3910
C 0.6204 -0.5735 -0.4167
C 0.7600 -0.1984 1.0001
C -0.4953 -0.8036 0.5832
S -2.0738 0.0687 0.6840
H -0.0642 1.9891 -2.9439
H 1.0798 -1.4795 -0.7531
H 1.3806 -0.6486 1.7703
H 0.5785 0.8559 1.3118
H -0.6079 -1.8714 0.8676
H -1.6440 1.0317 1.4973
*
```

The calculated total energy comes out at -592.18943 Eh. Its SMILES is C#C[C@H]1C[C@H]1S. For the HOMO energy, the calculation gives -9.04 eV.

---

# 4
DFT (ωB97M-V/def2-TZVPD) results for C5H6S as an isolated structure in a non-equilibrium geometry.

```
! wB97M-V def2-TZVPD RIJCOSX def2/J DEFGRID3
* xyz 0 1
C 1.0271 -0.9155 0.0457
C 0.0248 -0.9216 0.9208
C -0.2741 1.2857 0.0348
C 0.6197 -0.0620 -1.0975
C -1.0373 0.0043 0.3609
S -1.1207 -0.5458 -1.4163
H 1.9729 -1.4216 0.1013
H -0.0663 -1.4397 1.8541
H 0.3595 1.7136 0.7995
H -0.7848 2.0020 -0.5909
H 1.2613 0.2357 -1.9067
H -1.9822 0.0648 0.8942
*
```

The calculated total energy comes out at -592.19032 Eh. For the HOMO energy, the calculation gives -8.33 eV.

---

# 5
DFT (ωB97M-V/def2-TZVPD) results for one molecule with the formula C5H6S in a non-equilibrium geometry.

```
! wB97M-V def2-TZVPD RIJCOSX def2/J DEFGRID3
* xyz 0 1
C -2.1002 -1.4599 -0.2104
C -1.2873 -0.5870 0.0448
C -0.2315 0.3770 0.2628
S -0.7178 2.1198 -0.2455
C 0.8843 -0.0137 -0.5102
C 2.0726 -0.3356 0.0254
H -2.9930 -1.9920 -0.4535
H -0.0062 0.4905 1.3344
H -1.4839 2.2981 0.9038
H 0.8329 -0.0576 -1.6071
H 2.9017 -0.5212 -0.6277
H 2.1284 -0.3183 1.0832
*
```

The calculated total energy comes out at -592.18925 Eh. Its SMILES is C#C[C@H](S)C=C. For the HOMO energy, the calculation gives -9.34 eV.

---

# 6
DFT (ωB97M-V/def2-TZVPD) results for one molecule with the formula C5H6S in a non-equilibrium geometry.

```
! wB97M-V def2-TZVPD RIJCOSX def2/J DEFGRID3
* xyz 0 1
C -1.8454 -1.7607 0.0946
C -1.2922 -0.7073 -0.2780
C -0.5620 0.5087 -0.7071
C 0.1102 1.1481 0.5165
C 0.8431 0.2834 -0.4508
S 1.7740 -1.2711 -0.1815
H -2.1039 -2.9420 0.2311
H -0.9328 1.3054 -1.3884
H 0.3298 2.2258 0.5017
H -0.1939 0.8359 1.6895
H 1.3055 0.9969 -1.0502
H 2.5678 -0.6231 1.0226
*
```

The calculated total energy comes out at -592.11849 Eh. Its SMILES is C#C[C@H]1C[C@H]1S. For the HOMO energy, the calculation gives -9.00 eV.

---

Relative energy (zero: lowest compared OMol25 entry of this formula, charge and spin) for the records above, in order: 0.0000, 1.4977, 2.2434, 2.2191, 2.2484, 4.1738 eV